[1]
The following is a quantum chemistry calculation of C53H42AsIrN5O2S as an isolated structure, from the OMol25 dataset.

Output
**Total energy**: -141687.823 eV
**Total charge**: +2
**Multiplicity**: 2
**Kohn-Sham gap (spin up / spin down)**: 6.32 / 5.56 eV
**Relative energy (zero: lowest compared OMol25 entry of this formula, charge and spin)**: 15.2 kJ/mol
**E_HOMO (spin up / spin down)**: -12.62 / -12.63 eV

```
105
Properties=species:S:1:pos:R:3:lowdin_spin:R:1
Ir 0.69 -0.26 -0.11 0.51
C -0.05 0.77 -4.34 0.00
O -1.27 0.29 -3.68 0.01
C -0.94 0.09 -2.44 0.01
N 0.31 0.19 -2.11 0.00
C 1.08 0.40 -3.36 0.00
C 2.17 1.43 -3.28 0.00
C 3.27 1.29 -4.12 0.00
C 4.28 2.25 -4.11 0.00
C 4.20 3.34 -3.25 0.00
C 3.10 3.47 -2.41 0.00
C 2.09 2.53 -2.43 0.00
C -1.93 -0.32 -1.43 0.01
C -3.29 -0.55 -1.59 0.00
C -4.01 -0.96 -0.48 0.01
C -3.39 -1.11 0.76 0.00
C -2.04 -0.85 0.84 0.01
N -1.36 -0.50 -0.25 0.04
C -1.15 -0.85 2.01 0.01
N 0.12 -0.68 1.88 0.00
C 0.71 -0.53 3.23 0.00
C -0.49 -0.92 4.13 0.00
O -1.64 -0.99 3.22 0.00
C 1.95 -1.34 3.51 0.00
C 2.90 -0.80 4.36 0.00
C 4.03 -1.53 4.71 0.00
C 4.21 -2.81 4.20 0.00
C 3.26 -3.35 3.34 0.00
C 2.13 -2.62 3.00 0.00
H -0.15 1.84 -4.47 0.00
H 0.02 0.26 -5.30 0.00
H 1.52 -0.57 -3.61 0.00
H 3.36 0.43 -4.77 0.00
H 5.13 2.14 -4.76 0.00
H 4.99 4.08 -3.24 0.00
H 3.04 4.32 -1.74 0.00
H 1.24 2.64 -1.78 0.00
H -3.76 -0.41 -2.56 0.00
H -5.07 -1.16 -0.57 0.00
H -3.95 -1.40 1.64 0.00
H 0.96 0.52 3.35 0.00
H -0.73 -0.17 4.88 0.00
H -0.37 -1.90 4.59 0.00
H 2.77 0.20 4.75 0.00
H 4.76 -1.10 5.38 0.00
H 5.09 -3.38 4.47 0.00
H 3.40 -4.35 2.94 0.00
H 1.40 -3.06 2.34 0.00
C -4.26 3.27 -1.66 0.01
C -3.07 3.50 -2.33 0.00
C -1.86 3.17 -1.74 0.01
C -1.86 2.58 -0.49 0.01
C -3.04 2.34 0.20 0.01
C -4.25 2.70 -0.39 0.00
N -0.63 2.14 0.11 0.11
N 0.19 3.03 0.33 0.02
C 1.39 2.57 0.91 0.03
C 2.10 3.57 1.58 0.01
C 3.25 3.25 2.27 0.00
C 3.68 1.94 2.27 0.00
C 3.00 0.96 1.56 0.00
C 1.83 1.24 0.85 0.06
H -5.21 3.54 -2.11 0.00
H -3.09 3.96 -3.31 0.00
H -0.92 3.37 -2.25 0.00
H -3.01 1.92 1.19 0.00
H -5.17 2.56 0.15 0.00
H 1.71 4.58 1.54 0.00
H 3.80 4.02 2.80 0.00
H 4.58 1.66 2.81 0.00
H 3.40 -0.05 1.57 0.00
S 2.88 -0.75 -0.90 0.02
C 3.31 -2.38 -0.36 0.00
C 4.65 -2.68 -0.10 0.00
C 5.01 -4.00 0.15 0.00
C 4.06 -5.01 0.17 0.00
C 2.72 -4.71 -0.07 0.00
C 2.37 -3.40 -0.33 0.00
As 0.61 -2.79 -0.75 0.06
C -0.64 -4.10 -0.05 0.02
C -1.12 -4.04 1.25 0.00
C -1.97 -5.02 1.74 0.00
C -2.35 -6.07 0.92 0.00
C -1.86 -6.15 -0.38 0.00
C -1.01 -5.17 -0.87 0.00
C 0.45 -2.99 -2.66 0.01
C -0.80 -2.97 -3.26 0.00
C -0.91 -3.03 -4.64 0.00
C 0.24 -3.13 -5.42 0.00
C 1.49 -3.17 -4.82 0.00
C 1.60 -3.10 -3.43 0.00
H 5.39 -1.90 -0.11 0.00
H 6.05 -4.24 0.35 0.00
H 4.35 -6.03 0.37 0.00
H 1.97 -5.49 -0.04 0.00
H -0.80 -3.25 1.92 0.00
H -2.33 -4.97 2.75 0.00
H -3.01 -6.84 1.29 0.00
H -2.14 -6.98 -1.02 0.00
H -0.64 -5.24 -1.88 0.00
H -1.70 -2.94 -2.66 0.00
H -1.88 -3.03 -5.11 0.00
H 0.16 -3.19 -6.50 0.00
H 2.38 -3.27 -5.42 0.00
H 2.58 -3.13 -2.97 0.00
```

[2]
The following is a quantum chemistry calculation of C30H35FeN8PS6 as an isolated structure at a distorted geometry, from the OMol25 dataset.

Output
**Total energy**: -152280.820 eV
**Total charge**: +1
**Multiplicity**: 2
**Kohn-Sham gap (spin up / spin down)**: 6.40 / 5.91 eV
**E_HOMO (spin up / spin down)**: -9.32 / -9.31 eV

```
81
Properties=species:S:1:pos:R:3:lowdin_spin:R:1
Fe 0.15 -0.36 0.03 0.63
C 4.21 -1.02 -1.21 0.00
C 2.74 -0.77 -1.09 0.00
N 2.15 -0.23 -0.09 0.00
N 2.97 0.23 0.93 0.00
C 2.26 0.65 1.94 0.00
N 2.93 1.17 2.99 0.00
S 0.54 0.56 2.08 -0.01
C 1.83 -1.09 -2.20 0.00
C 2.26 -1.67 -3.38 0.00
C 1.35 -1.84 -4.41 0.00
C 0.05 -1.38 -4.25 0.00
C -0.30 -0.82 -3.03 0.00
N 0.56 -0.70 -2.01 -0.01
H 4.73 -0.60 -0.36 0.00
H 4.60 -0.57 -2.13 0.00
H 4.40 -2.09 -1.25 0.00
H 3.92 1.32 2.91 0.00
H 2.43 1.60 3.75 0.00
H 3.28 -1.99 -3.48 0.00
H 1.66 -2.30 -5.34 0.00
H -0.68 -1.47 -5.03 0.00
H -1.29 -0.44 -2.86 0.00
C -1.50 4.55 -3.26 0.00
S -2.25 4.42 -1.62 0.00
C -0.86 4.43 -0.57 -0.01
C 0.10 3.44 -0.45 0.00
S 0.20 1.99 -1.33 -0.02
S 1.32 3.78 0.74 0.00
C 0.67 5.24 1.39 0.00
S 1.29 6.06 2.65 0.00
S -0.74 5.76 0.50 0.00
H -2.31 4.36 -3.97 0.00
H -0.72 3.81 -3.38 0.00
H -1.11 5.56 -3.42 0.00
C -1.77 -4.56 -2.85 0.02
C -0.55 -4.88 -2.25 0.00
C -0.03 -4.10 -1.22 0.02
C -0.70 -2.96 -0.78 0.01
C -1.91 -2.66 -1.39 0.02
C -2.45 -3.44 -2.40 0.00
N -0.16 -2.15 0.25 0.26
C 0.29 -2.91 1.37 0.01
C 1.43 -2.56 2.10 0.03
C 1.83 -3.32 3.19 0.00
C 1.11 -4.43 3.59 0.04
C -0.03 -4.78 2.88 0.00
C -0.43 -4.03 1.79 0.03
H -2.17 -5.18 -3.64 0.00
H 0.00 -5.75 -2.57 0.00
H 0.92 -4.36 -0.76 0.00
H -2.45 -1.79 -1.05 0.00
H -3.40 -3.18 -2.85 0.00
H 2.01 -1.72 1.79 0.00
H 2.74 -3.03 3.72 0.00
H 1.44 -5.02 4.44 0.00
H -0.62 -5.63 3.19 0.00
H -1.33 -4.31 1.25 0.00
C -4.63 2.04 0.88 0.00
N -3.53 2.06 1.94 0.00
C -3.81 0.94 2.97 0.00
N -3.92 -0.31 2.31 0.00
C -4.97 -0.28 1.29 0.00
N -4.71 0.75 0.28 0.00
C -3.56 0.44 -0.58 0.00
P -2.01 0.30 0.42 0.00
C -2.16 1.89 1.31 0.00
C -2.63 -0.79 1.76 0.00
H -4.37 2.80 0.15 0.00
H -5.55 2.29 1.39 0.00
H -3.55 2.96 2.42 0.00
H -4.75 1.21 3.46 0.00
H -2.99 0.95 3.68 0.00
H -5.92 -0.07 1.76 0.00
H -5.01 -1.25 0.80 0.00
H -3.42 1.22 -1.33 0.00
H -3.76 -0.49 -1.11 0.00
H -2.01 2.72 0.62 0.00
H -1.40 1.96 2.08 0.00
H -1.88 -0.83 2.55 0.00
H -2.74 -1.81 1.39 0.00
```

[3]
The following is a quantum chemistry calculation of C7H7N3O in the gas phase at a distorted geometry, from the OMol25 dataset.

Output
**Total energy**: -13889.588 eV
**SMILES**: Cc1nc2c[nH]ccn-2c1=O
**Total charge**: 0
**Kohn-Sham gap**: 7.40 eV
**Relative energy (zero: lowest compared OMol25 entry of this formula, charge and spin)**: 134.8 kJ/mol
**E_HOMO**: -7.42 eV

```
18
Properties=species:S:1:pos:R:3:nbo_charge:R:1
C -3.17 -0.58 -0.05 -0.66
C -1.73 -0.40 -0.04 0.17
N -0.84 -1.33 0.03 -0.40
C 0.42 -0.78 -0.08 0.23
C 1.65 -1.32 -0.08 0.01
N 2.78 -0.49 -0.14 -0.58
C 2.63 0.90 -0.03 -0.07
C 1.39 1.43 0.01 -0.05
N 0.23 0.62 -0.04 -0.43
C -1.13 0.93 -0.07 0.57
O -1.63 2.04 -0.04 -0.61
H -3.45 -1.64 -0.12 0.24
H -3.56 -0.23 0.91 0.24
H -3.67 0.01 -0.84 0.24
H 1.83 -2.37 0.07 0.23
H 3.57 -0.81 0.44 0.40
H 3.53 1.50 0.02 0.22
H 1.17 2.50 0.06 0.24
```

[4]
The following is a quantum chemistry calculation of a 40-piece molecular cluster, H80O40 overall at a distorted geometry, from the OMol25 dataset.

Output
**Total energy**: -83197.892 eV
**Total charge**: 0
**Kohn-Sham gap**: 10.04 eV
**Relative energy (zero: lowest compared OMol25 entry of this formula, charge and spin)**: 764.5 kJ/mol
**E_HOMO**: -10.51 eV

```
120
Properties=species:S:1:pos:R:3:lowdin_charge:R:1
H -1.83 -5.27 -1.47 -0.01
H -1.54 -5.58 -2.90 0.02
O -2.27 -5.44 -2.31 -0.07
H 4.44 -4.04 -2.10 0.06
H 4.01 -2.51 -2.36 0.02
O 4.26 -3.19 -1.71 -0.05
H -3.31 5.18 -2.27 0.04
H -3.49 3.69 -2.49 0.04
O -3.54 4.53 -2.93 -0.04
H -1.21 -0.10 -5.32 0.05
H -1.79 -1.30 -4.90 0.06
O -0.92 -1.02 -5.23 -0.06
H -0.89 -1.53 1.20 0.06
H -0.43 -0.96 -0.27 0.01
O -1.11 -1.01 0.42 -0.03
H -1.28 0.08 4.77 0.00
O -2.17 0.20 4.42 -0.07
H 3.16 2.45 -3.60 0.03
O 4.02 2.03 -3.71 -0.06
H -4.57 0.01 0.29 0.00
H -4.46 1.58 0.13 0.02
O -4.34 0.73 -0.30 -0.06
H 0.09 4.16 1.82 0.03
H -0.81 2.91 1.59 0.03
O -0.67 3.81 1.31 -0.05
H 3.06 -2.91 0.75 -0.02
H 2.35 -2.01 1.55 0.04
O 2.36 -2.98 1.42 -0.08
H 4.25 2.91 -1.50 0.01
H 5.09 4.24 -1.05 0.05
O 4.53 3.50 -0.80 -0.04
H -0.98 -3.76 0.18 0.03
O -0.70 -4.23 -0.60 -0.06
H -2.10 -1.48 -1.53 0.03
H -1.59 -2.40 -2.33 0.04
O -2.41 -1.88 -2.37 -0.04
H -1.80 4.26 0.17 0.02
H -1.68 5.01 -1.29 0.05
O -2.21 4.47 -0.70 -0.09
H 1.03 3.78 5.32 0.06
H 2.34 4.28 4.52 0.06
O 1.74 3.56 4.71 -0.05
H -4.45 -1.90 -1.80 0.00
H -4.70 -2.24 -0.36 -0.03
O -4.94 -1.63 -1.06 -0.06
H 4.97 -0.46 0.21 0.00
H 5.94 -0.02 1.30 0.03
O 5.77 0.03 0.36 -0.06
H 1.66 0.47 -3.94 0.04
H 1.24 0.49 -5.37 0.04
O 2.00 0.68 -4.82 -0.04
H 0.28 -1.66 5.59 0.06
O 0.35 -0.71 5.37 -0.08
H 0.01 -2.46 -4.49 -0.01
H 0.46 -3.61 -5.43 0.05
O 0.54 -3.27 -4.54 -0.05
H 1.84 -3.21 -2.38 0.03
O 1.47 -2.93 -1.54 -0.05
H -2.55 -4.60 3.34 0.05
H -3.71 -3.53 3.22 0.01
O -2.78 -3.67 3.38 -0.04
H -4.06 -1.44 3.53 0.04
H -4.09 -1.86 2.07 0.00
O -3.83 -1.13 2.65 -0.06
H 1.82 -0.23 -0.71 0.04
H 1.41 0.29 0.62 0.06
O 1.65 -0.54 0.19 -0.05
H 3.52 -1.22 -3.87 0.02
H 3.13 -2.46 -4.82 0.05
O 3.74 -2.09 -4.17 -0.02
H -5.18 0.31 3.32 0.01
H -4.09 1.33 4.05 0.02
O -4.88 0.79 4.08 -0.06
H -4.07 4.26 1.62 0.02
H -3.64 4.89 0.16 -0.02
O -4.26 4.87 0.92 -0.07
H 1.88 3.69 1.48 0.06
H 1.73 3.30 2.76 0.02
O 1.83 4.17 2.34 -0.08
H 3.16 -5.27 -0.52 0.02
H 2.79 -5.03 0.94 0.03
O 2.42 -5.29 0.09 -0.04
H -0.81 -0.01 -2.69 0.00
H -0.81 0.65 -1.57 0.04
O -0.10 0.42 -2.19 -0.08
H 5.75 -2.72 1.48 0.07
H 4.85 -2.44 0.16 0.02
O 5.01 -2.25 1.10 -0.06
H -5.60 -3.24 0.69 0.03
O -5.97 -2.55 1.25 -0.05
H 1.27 5.24 -1.37 0.04
H 0.10 4.33 -0.95 0.01
O 0.69 5.03 -0.65 -0.03
H 1.32 -0.71 5.51 -0.02
H -2.70 -0.59 4.50 0.03
H 2.02 -2.96 -0.76 -0.01
H 3.74 1.38 -4.37 0.00
H 0.24 -4.02 -0.76 0.02
H -6.54 -2.02 0.68 0.06
O 2.93 -0.57 5.48 -0.01
H 3.26 -0.81 4.63 0.04
H 3.17 0.29 5.80 0.07
O -2.05 1.44 -3.34 -0.06
H -2.85 0.92 -3.45 0.06
H -2.00 2.10 -4.05 0.02
O 5.37 2.92 1.93 -0.07
H 5.15 3.44 1.15 0.00
H 5.09 2.01 1.86 -0.01
O -3.35 -3.17 0.27 -0.05
H -3.08 -3.53 -0.59 0.05
H -2.87 -2.38 0.53 0.03
O -0.30 1.18 2.91 -0.03
H -0.47 0.31 2.55 0.02
H -0.75 1.34 3.73 0.01
O 3.65 1.49 3.41 -0.06
H 2.79 1.58 3.84 0.01
H 4.09 2.32 3.63 0.04
O -1.88 3.81 -4.73 -0.08
H -2.65 4.31 -4.39 0.02
H -1.39 4.40 -5.32 0.05
```

[5]
The following is a quantum chemistry calculation of C3H6N2S in the gas phase at a distorted geometry, from the OMol25 dataset.

Output
**Total energy**: -17023.189 eV
**SMILES**: [H]/N=C(/N)[C@@H]1CS1
**Total charge**: 0
**Kohn-Sham gap**: 9.94 eV
**Relative energy (zero: lowest compared OMol25 entry of this formula, charge and spin)**: 82.2 kJ/mol
**E_HOMO**: -9.19 eV

```
12
Properties=species:S:1:pos:R:3:nbo_charge:R:1
H 0.50 2.35 -0.46 0.33
N 0.88 1.64 -1.07 -0.72
C 0.38 0.49 -0.73 0.42
N 0.70 -0.66 -1.35 -0.81
C -0.62 0.32 0.37 -0.34
C -0.36 -0.62 1.45 -0.48
S -1.81 -1.10 0.49 0.08
H 1.31 -0.58 -2.13 0.41
H 0.20 -1.47 -1.03 0.40
H -1.11 1.23 0.64 0.24
H -0.60 -0.31 2.45 0.23
H 0.52 -1.29 1.36 0.23
```

[6]
The following is a quantum chemistry calculation of C33H44CoN6O3S2 as an isolated structure at a distorted geometry, from the OMol25 dataset.

Output
**Total energy**: -109294.386 eV
**Total charge**: +3
**Kohn-Sham gap**: 7.11 eV
**Relative energy (zero: lowest compared OMol25 entry of this formula, charge and spin)**: 10.6 kJ/mol
**E_HOMO**: -15.77 eV

```
89
Properties=species:S:1:pos:R:3:lowdin_charge:R:1
Co -0.88 -1.34 0.64 0.52
C 5.10 -2.02 -2.37 -0.02
C 3.99 -1.81 -1.38 -0.24
C 4.02 -0.80 -0.45 0.04
C 2.99 -0.64 0.51 -0.11
C 3.05 0.22 1.65 0.03
N 3.64 1.36 1.80 0.11
C 4.18 2.26 0.76 -0.11
C 3.15 2.59 -0.32 -0.14
C 1.93 3.40 0.11 -0.12
N 0.94 2.61 0.86 0.08
C 0.32 3.03 1.93 0.02
C -0.60 2.30 2.71 -0.11
C -1.02 2.90 3.93 0.05
C -1.78 2.23 4.86 -0.23
C -2.23 2.86 6.14 -0.02
C -2.05 0.89 4.57 0.07
C -1.69 0.26 3.39 -0.09
C -1.95 -1.15 3.27 -0.04
N -1.69 -1.91 2.28 -0.05
C -2.04 -3.34 2.44 -0.14
C -2.52 -3.97 1.13 -0.18
C -1.33 -4.36 0.28 -0.15
N -0.41 -3.21 0.15 0.01
C 0.69 -3.43 -0.46 -0.02
C 1.81 -2.51 -0.50 -0.12
C 2.88 -2.68 -1.37 0.05
C 1.84 -1.47 0.46 -0.27
O 0.87 -1.27 1.28 -0.07
C -1.03 0.98 2.36 -0.26
O -0.81 0.51 1.18 -0.16
H 5.95 -1.39 -2.15 0.09
H 4.76 -1.79 -3.39 0.09
H 5.43 -3.06 -2.37 0.10
H 4.89 -0.17 -0.41 0.13
H 2.50 -0.13 2.53 0.16
H 3.64 1.74 2.74 0.17
H 5.07 1.81 0.31 0.12
H 4.51 3.16 1.27 0.14
H 2.82 1.67 -0.82 0.09
H 3.67 3.18 -1.08 0.14
H 1.44 3.80 -0.78 0.13
H 2.21 4.24 0.73 0.14
H 0.64 1.69 0.52 0.11
H 0.61 4.02 2.29 0.16
H -0.71 3.92 4.13 0.14
H -2.03 3.93 6.14 0.09
H -1.72 2.42 7.00 0.10
H -3.30 2.72 6.29 0.10
H -2.57 0.30 5.32 0.15
H -2.42 -1.62 4.13 0.15
H -2.83 -3.42 3.18 0.13
H -1.16 -3.86 2.82 0.14
H -3.16 -3.28 0.59 0.03
H -3.13 -4.85 1.34 0.14
H -1.63 -4.71 -0.71 0.14
H -0.78 -5.16 0.77 0.14
H 0.84 -4.41 -0.90 0.16
H 2.86 -3.52 -2.06 0.15
S -3.29 -0.97 0.06 0.87
C -3.74 0.53 -0.58 -0.99
N -4.92 0.69 -1.14 -0.03
C -5.34 2.02 -1.57 -0.16
C -4.14 2.96 -1.36 -0.36
S -2.84 2.01 -0.50 1.01
H -5.56 -0.09 -1.20 0.16
H -6.20 2.34 -0.99 0.13
H -5.63 1.99 -2.62 0.13
H -4.40 3.81 -0.73 0.09
H -3.74 3.33 -2.30 0.08
O -0.66 -1.00 -1.33 -0.04
C -0.73 -0.19 -2.27 -0.46
C 0.10 1.04 -2.38 -0.08
C 1.37 0.51 -3.10 -0.15
C 1.17 -0.29 -4.40 -0.16
C 0.60 -1.72 -4.26 -0.14
C -0.92 -1.80 -4.05 -0.12
N -1.36 -0.54 -3.41 0.10
H 0.32 1.46 -1.41 0.08
H -0.40 1.80 -2.99 0.13
H 1.92 -0.12 -2.39 0.09
H 2.00 1.38 -3.33 0.12
H 2.15 -0.38 -4.86 0.12
H 0.57 0.29 -5.12 0.12
H 1.10 -2.20 -3.41 0.09
H 0.87 -2.30 -5.14 0.12
H -1.22 -2.64 -3.43 0.12
H -1.46 -1.88 -5.00 0.13
H -1.40 0.22 -4.08 0.14
```